{
  "formula": "C35H34ClNOSi2Y",
  "method": "ωB97M-V/def2-TZVPD",
  "e_lumo_ev": -3.59,
  "orbital_gap_ev": 5.6,
  "relative_energy_kcal_mol": 0.0,
  "charge": 1,
  "total_energy_ev": -69701.5843,
  "spin_multiplicity": 1,
  "species": ["C", "C", "C", "H", "C", "C", "H", "H", "H", "H", "Y", "Si", "C", "C", "H", "C", "H", "C", "H", "C", "H", "C", "H", "C", "C", "H", "C", "H", "C", "H", "C", "H", "C", "H", "H", "Si", "C", "C", "H", "C", "H", "C", "H", "C", "H", "C", "H", "C", "C", "H", "C", "H", "C", "H", "C", "H", "C", "H", "H", "Cl", "O", "C", "C", "C", "C", "C", "C", "N", "H", "H", "H", "H", "H", "H", "H"],
  "coordinates": [[-1.858762, -0.590163, 5.405464], [-2.574274, -0.135967, 4.257936], [-2.424143, -1.115096, 3.229112], [-3.203615, 0.751810, 4.217743], [-1.610782, -2.174341, 3.737533], [-1.259638, -1.850547, 5.086353], [-0.769190, -2.512648, 5.798090], [-1.868565, -0.123465, 6.388100], [-2.934447, -1.118915, 2.265285], [-1.405987, -3.119447, 3.231039], [-0.140852, -0.185534, 3.691757], [0.249418, -0.188527, 0.631199], [-0.600833, 1.306122, -0.043018], [0.023167, 2.089705, -1.033741], [1.002706, 1.795430, -1.412731], [-0.603161, 3.238176, -1.517867], [-0.112078, 3.841637, -2.284451], [-1.856897, 3.616974, -1.023486], [-2.350537, 4.504583, -1.422299], [-2.462471, 2.873259, -0.002917], [-3.421395, 3.192442, 0.415002], [-1.833795, 1.730549, 0.499897], [-2.297121, 1.179560, 1.325545], [-0.517331, -1.755949, 0.015807], [-1.651654, -1.754562, -0.816764], [-2.070897, -0.805305, -1.158823], [-2.229424, -2.966063, -1.216816], [-3.119336, -2.958012, -1.849514], [-1.663307, -4.181604, -0.817665], [-2.103321, -5.124106, -1.145876], [-0.525903, -4.193523, -0.000483], [-0.084251, -5.143485, 0.310540], [0.049791, -2.990232, 0.408206], [0.958773, -2.995037, 1.016510], [1.678588, -0.172555, 0.197877], [2.498914, 0.236264, -4.556863], [1.728147, -1.404717, -4.945000], [0.756610, -1.537927, -5.951803], [0.445886, -0.668334, -6.538883], [0.165377, -2.783912, -6.199861], [-0.602251, -2.874311, -6.970829], [0.549034, -3.910948, -5.463406], [0.084081, -4.882136, -5.654644], [1.543920, -3.785942, -4.485621], [1.865161, -4.662431, -3.919393], [2.136784, -2.544505, -4.233824], [2.918250, -2.465765, -3.473908], [1.302252, 1.564392, -5.049580], [0.007362, 1.591824, -4.515898], [-0.326971, 0.812863, -3.824255], [-0.868347, 2.628749, -4.859252], [-1.863427, 2.661321, -4.410365], [-0.473250, 3.624289, -5.759544], [-1.161281, 4.434281, -6.017345], [0.807219, 3.572541, -6.324235], [1.113523, 4.340316, -7.038152], [1.690902, 2.544990, -5.977815], [2.686071, 2.495462, -6.428246], [3.800768, 0.412064, -5.238673], [2.915263, 0.307353, -2.537997], [1.758411, -0.990560, 4.619196], [2.068279, -0.644920, 6.024464], [1.541277, 0.738051, 6.281396], [2.077067, 1.529276, 7.292093], [1.607237, 2.835093, 7.429356], [0.633241, 3.315960, 6.549915], [0.124792, 2.474616, 5.568894], [0.614969, 1.212520, 5.414681], [2.200658, -1.814077, 4.345951], [1.617927, -1.390383, 6.699979], [3.154131, -0.624956, 6.168439], [2.870569, 1.087293, 7.896855], [2.012526, 3.472829, 8.211491], [0.255596, 4.337583, 6.612938], [-0.665154, 2.790705, 4.877194]],
  "forces_ev_per_angstrom": [[-0.70, -0.71, 0.03], [-0.15, -0.72, 0.26], [-0.35, -0.44, 0.46], [0.27, -0.18, -0.08], [-0.85, 0.02, 0.55], [-1.18, -0.13, 0.07], [0.05, 0.24, -0.28], [0.14, -0.04, -0.32], [0.41, 0.09, 0.23], [0.12, 0.48, 0.04], [1.28, 0.96, -2.48], [0.62, 0.00, 1.74], [-0.17, 0.69, -0.18], [-0.50, 0.04, 0.25], [-0.33, 0.08, 0.03], [-0.17, 0.11, 0.10], [-0.19, -0.19, 0.21], [0.19, -0.16, 0.09], [0.13, -0.24, 0.15], [0.02, -0.04, 0.03], [0.29, -0.08, -0.20], [0.31, 0.42, -0.57], [0.09, 0.05, -0.31], [-0.16, -0.71, -0.50], [0.22, -0.50, 0.27], [0.06, -0.27, 0.12], [0.17, -0.05, 0.06], [0.29, -0.04, 0.14], [-0.04, 0.21, 0.07], [0.09, 0.27, 0.11], [0.05, 0.14, -0.05], [-0.14, 0.27, -0.15], [-0.64, 0.14, -0.38], [-0.22, -0.04, -0.09], [-0.11, 0.04, -0.13], [-0.09, -0.09, -0.58], [0.07, -0.44, 0.05], [-0.07, -0.36, 0.19], [0.07, -0.28, 0.24], [0.12, 0.02, 0.07], [0.24, 0.03, 0.21], [0.19, 0.37, 0.08], [0.16, 0.37, 0.06], [0.01, 0.06, -0.09], [-0.11, 0.24, -0.17], [-0.38, -0.30, -0.22], [-0.29, -0.02, -0.17], [0.11, 0.22, -0.13], [-0.16, 0.47, -0.18], [0.14, 0.25, -0.16], [0.05, -0.12, -0.02], [0.27, -0.02, -0.17], [0.28, -0.27, 0.12], [0.27, -0.30, 0.06], [-0.08, -0.01, -0.04], [-0.08, -0.25, 0.21], [-0.38, 0.14, 0.18], [-0.30, 0.12, 0.16], [-0.09, 0.10, 0.04], [0.08, -0.01, 0.18], [0.84, -0.32, 1.10], [0.04, -0.35, -0.54], [-0.29, 0.97, -0.76], [-0.24, -0.21, -0.27], [0.08, -0.22, -0.08], [-0.32, 0.04, -0.06], [0.89, -0.66, 0.33], [0.01, 0.81, 0.99], [-0.05, 0.33, 0.26], [0.09, 0.22, -0.30], [-0.20, -0.21, -0.14], [-0.28, 0.42, 0.08], [-0.09, -0.06, -0.20], [0.16, -0.34, 0.10], [0.37, -0.08, 0.23]],
  "lowdin_charge": [-0.207, -0.190, -0.191, 0.118, -0.184, -0.206, 0.116, 0.117, 0.119, 0.122, 1.391, 0.589, -0.393, -0.116, 0.037, -0.089, 0.108, -0.084, 0.105, -0.094, 0.102, -0.141, 0.068, -0.385, -0.098, 0.098, -0.082, 0.105, -0.092, 0.102, -0.100, 0.102, -0.150, 0.085, -0.073, 0.314, -0.325, -0.092, 0.105, -0.082, 0.104, -0.084, 0.105, -0.086, 0.102, -0.118, 0.083, -0.336, -0.113, 0.110, -0.095, 0.106, -0.080, 0.106, -0.081, 0.105, -0.100, 0.097, -0.008, 0.339, -0.180, -0.090, -0.240, 0.013, -0.008, -0.023, -0.075, -0.024, 0.141, 0.144, 0.143, 0.134, 0.127, 0.125, 0.130]
}